[1]
DFT (ωB97M-V/def2-TZVPD) results for one molecule with the formula C2H5N3OS.

Values from the calculation:
LUMO ... 0.67 eV
Kohn-Sham gap ... 9.93 eV
SMILES ... [H]/N=C(\NS)ON=C
HOMO energy ... -9.26 eV
Molecular weight ... 119.1 g mol⁻¹

ORCA input file:
```
! wB97M-V def2-TZVPD RIJCOSX def2/J DEFGRID3
* xyz 0 1
H 0.01873 2.74363 0.02497
N -0.63608 2.01882 0.14580
C -0.00490 0.90691 0.00316
N 1.35501 0.61618 -0.13997
S 2.14694 -0.85254 -0.01358
O -0.74582 -0.24187 -0.15277
N -2.11922 -0.07965 -0.03290
C -2.70815 -1.23149 0.03085
H 1.97724 1.41409 -0.03426
H 1.80116 -1.22198 1.25095
H -3.79625 -1.05221 0.14650
H -2.30483 -2.24785 0.03666
*
```

=====

[2]
DFT (ωB97M-V/def2-TZVPD) results for a 11-piece molecular cluster, C36H81F10N12O22S10 overall.

Values from the calculation:
LUMO ... -3.43 eV
Kohn-Sham gap ... 6.73 eV
HOMO energy ... -10.16 eV
Molecular weight ... 1544.8 g mol⁻¹

ORCA input file:
```
! wB97M-V def2-TZVPD RIJCOSX def2/J DEFGRID3
* xyz 1 1
C 0.27696 -9.14971 -6.19780
C -1.11907 -9.18296 -5.48203
N -1.72879 -7.83321 -5.42993
C -2.86293 -7.45913 -6.08947
C -3.14518 -6.09524 -5.79757
N -2.11326 -5.71411 -4.98295
C -1.33772 -6.80830 -4.63364
C -1.96611 -4.32449 -4.46358
H 0.11460 -8.79506 -7.21563
H 0.74591 -10.11944 -6.36453
H 1.05610 -8.52378 -5.76276
H -1.11381 -9.59851 -4.47437
H -1.82956 -9.75397 -6.07974
H -3.40283 -8.18797 -6.67574
H -3.86404 -5.37931 -6.16782
H -0.43482 -6.81844 -4.04112
H -0.97826 -3.91296 -4.25650
H -2.51385 -4.18407 -3.53172
H -2.42906 -3.62972 -5.16436
C -1.69605 -3.32471 4.58578
C -0.47119 -2.74914 3.86167
O -0.38967 -1.57816 3.62125
N 0.51386 -3.76484 3.21365
H 0.80274 -4.40630 3.93834
H -0.02666 -4.29759 2.54723
C 1.85202 -3.22548 2.66008
H -2.33300 -3.92085 3.93231
H -2.34694 -2.50214 4.88210
H -1.30271 -3.82195 5.47242
H 2.57154 -3.99784 2.38833
H 2.43677 -2.76804 3.45815
H 1.75692 -2.49463 1.85701
C -4.36396 0.60185 -1.79391
C -3.99825 0.75683 -3.26968
O -3.23988 -0.05305 -3.87062
N -4.58887 1.99038 -3.99753
H -5.23199 2.60142 -3.51471
H -3.77832 2.51050 -4.30185
C -5.35309 1.56978 -5.28303
H -5.42141 0.73760 -1.56703
H -3.78373 1.22680 -1.11503
H -4.11590 -0.43804 -1.58135
H -5.58488 2.52876 -5.74643
H -6.22598 0.96725 -5.03181
H -4.76872 1.05694 -6.04699
C 1.19432 0.92248 2.23626
C 0.52722 0.36618 0.93136
C 1.66752 0.43661 -0.23337
N 1.29977 -0.36607 -1.49338
C -0.05147 0.25106 -1.99074
C 1.00995 -1.94468 -1.29243
C 1.45127 -2.58294 -2.53267
C 2.10718 -1.55036 -3.38326
C 2.34313 -0.28432 -2.59800
H 0.45910 1.10465 3.02008
H 1.55771 1.90909 1.94880
H 2.01909 0.32767 2.62877
H -0.33787 0.99331 0.71588
H 0.17591 -0.65456 1.08223
H 2.60858 0.07081 0.17734
H 1.82098 1.47001 -0.54423
H -0.52568 -0.33376 -2.77891
H 0.24373 1.22154 -2.38963
H -0.78364 0.31711 -1.18596
H -0.02640 -2.03691 -0.96750
H 1.70374 -2.23008 -0.50167
H 0.52870 -2.89932 -3.01936
H 2.10346 -3.39417 -2.20919
H 1.50057 -1.23008 -4.23034
H 3.03184 -1.90227 -3.84070
H 2.38422 0.65834 -3.14372
H 3.27603 -0.48931 -2.07286
C -0.58560 3.86568 4.04554
C -1.04809 4.03981 2.62519
C -2.34273 4.86286 2.60937
N -2.85305 5.43897 1.21450
C -2.91310 4.38762 0.07218
C -4.21614 6.18215 1.35209
C -4.22779 7.53627 0.55313
C -2.82898 7.55396 -0.06644
C -1.99209 6.65256 0.83917
H -0.09567 4.70667 4.53626
H 0.11803 3.03328 4.05667
H -1.39381 3.59732 4.72589
H -1.26432 3.06958 2.17797
H -0.25539 4.56800 2.09534
H -2.25974 5.70115 3.30110
H -3.16622 4.25570 2.98529
H -1.93403 3.91569 -0.01023
H -3.17192 4.87040 -0.87017
H -3.60332 3.61352 0.40756
H -5.02790 5.49554 1.11185
H -4.51180 6.39586 2.37923
H -4.96668 7.61658 -0.24416
H -4.30502 8.41758 1.18986
H -2.75451 7.20411 -1.09608
H -2.39394 8.54971 0.01908
H -1.10915 6.26201 0.33322
H -1.63132 7.11248 1.75918
C -0.82326 -0.92548 7.69284
C -0.06828 0.20589 6.98800
C 1.17421 0.60025 7.78868
N 2.11360 1.66566 7.20711
C 1.49006 3.05380 7.11142
C 2.64387 1.19375 5.81616
C 4.02590 1.78938 5.65434
C 4.39607 2.42189 6.99198
C 3.43005 1.76988 8.00486
H -1.23656 -0.75158 8.68634
H -0.27412 -1.86060 7.80280
H -1.75153 -0.91778 7.12156
H -0.75555 1.04789 6.90550
H 0.12592 -0.02184 5.93990
H 1.65336 -0.31150 8.14535
H 0.91981 1.09097 8.72813
H 0.51702 2.83653 6.67087
H 1.98352 3.78092 6.46652
H 1.14405 3.42621 8.07563
H 1.93291 1.48653 5.04355
H 2.75638 0.12148 5.97639
H 4.14645 2.45880 4.80261
H 4.65981 0.90912 5.54756
H 4.40389 3.51186 6.98903
H 5.41906 2.11442 7.20892
H 3.30044 2.31574 8.93939
H 3.65876 0.71330 8.14431
N 2.27893 6.20235 -1.86266
S 2.36642 7.27095 -0.85121
O 3.68391 7.72948 -0.47658
O 1.26005 7.47220 0.04755
F 1.91283 8.48146 -1.83939
S 2.42792 4.99998 -0.65439
O 1.15915 4.44029 -0.16694
O 3.60771 5.03060 0.22254
F 2.85538 3.81717 -1.62934
N -0.76304 -4.73382 1.04955
S -2.04301 -4.42477 0.27243
O -3.19573 -5.26592 0.58648
O -1.87151 -3.85645 -1.04553
F -2.41602 -3.11384 1.10141
S -0.09190 -5.68185 -0.10308
O 1.06542 -5.23656 -0.81972
O -0.97891 -6.64572 -0.73412
F 0.66085 -6.74665 0.85155
N 5.06449 -0.82371 0.82857
S 5.12063 0.07173 2.05039
O 4.38543 1.33151 2.03815
O 6.27553 -0.00221 2.89798
F 4.10840 -0.85872 2.93701
S 5.82939 0.31003 -0.17211
O 7.09557 0.90337 0.27087
O 4.84477 1.15772 -0.86170
F 6.34079 -0.66450 -1.37675
N 3.24434 -5.11441 -6.65244
S 2.56480 -6.21085 -7.33615
O 1.10570 -6.34635 -7.32721
O 3.30394 -7.45591 -7.29491
F 2.82621 -5.73494 -8.78992
S 2.65559 -5.53044 -5.10855
O 3.14824 -6.71984 -4.42693
O 1.33514 -5.03381 -4.73242
F 3.58494 -4.50747 -4.29742
N -2.52022 3.31538 -4.84163
S -1.91404 3.47452 -6.47336
O -0.98578 2.44297 -6.88762
O -1.67902 4.87737 -7.00920
F -3.33916 3.05913 -7.13444
S -1.22807 3.88248 -4.29467
O -1.22259 5.31520 -4.18814
O 0.04581 3.13460 -4.35174
F -1.71602 3.47327 -2.78665
*
```